ORCA calculation (ωB97M-V/def2-TZVPD) on a molecular structure, C8H8Br6F2O6 at a distorted geometry.

Geometry (Å):
1 C 1.05 -3.26 1.15
2 C 0.60 -4.64 1.73
3 O -0.48 -4.31 2.64
4 C -0.29 -3.04 2.98
5 O -1.04 -2.44 3.75
6 O 0.68 -2.40 2.18
7 F 1.59 -5.06 2.54
8 H 0.56 -2.90 0.25
9 H 2.13 -3.16 1.04
10 H 0.48 -5.28 0.86
11 C 0.39 3.34 0.49
12 C -1.08 2.75 0.33
13 O -0.82 1.40 0.37
14 C 0.50 1.09 -0.02
15 O 0.87 0.00 -0.42
16 O 1.17 2.19 0.02
17 F -1.62 3.14 -0.89
18 H 0.37 3.55 1.56
19 H 0.66 4.24 -0.07
20 H -1.80 3.03 1.09
21 C 0.22 3.09 -2.86
22 Br -0.68 3.89 -4.42
23 Br 2.12 2.89 -3.22
24 Br -0.62 1.32 -2.50
25 H 0.14 3.66 -1.94
26 C -0.93 -0.52 -1.33
27 Br -2.52 0.49 -0.84
28 Br -1.30 -1.62 -2.91
29 Br -0.13 -1.70 0.09
30 H -0.22 0.25 -1.64

Summary:
Electronic energy (Eh): -16404.315855
HOMO (eV): -8.7
Max |F| (eV/Å): 13.417
HOMO-LUMO gap (eV): 8.56
Energy above the lowest of the compared OMol25 structures with the same formula, charge and spin (kJ/mol): 1561.8

---

ORCA calculation (ωB97M-V/def2-TZVPD) on 2 unconnected molecules or ions with the total composition C2H6NO2P at a distorted geometry.

Geometry (Å):
1 C 0.41 -1.76 -0.87
2 C 0.22 -0.92 1.45
3 N 0.96 -1.26 0.30
4 O -0.04 -2.73 -1.35
5 O 0.68 -0.46 -0.97
6 P -0.32 2.26 -0.49
7 H 0.94 -0.42 2.24
8 H -0.41 -0.13 1.32
9 H -0.34 -1.69 1.76
10 H -1.01 1.31 -1.16
11 H -1.45 2.92 -0.74
12 H 0.36 2.87 -1.50

Summary:
Electronic energy (Eh): -626.231269
HOMO (eV): -10.1
Max |F| (eV/Å): 5.133
Structure (SMILES): CN1OC1=O.P
HOMO-LUMO gap (eV): 10.90
Energy above the lowest of the compared OMol25 structures with the same formula, charge and spin (kJ/mol): 496.6

---

ORCA calculation (ωB97M-V/def2-TZVPD) on a molecular structure, C17H18Cl6N4O2STc at a distorted geometry.

Geometry (Å):
1 Tc 0.17 0.34 0.61
2 C 0.54 -0.24 4.86
3 O 0.51 -1.61 4.36
4 C 0.23 -1.80 3.11
5 O -0.04 -0.84 2.33
6 N 0.20 -3.09 2.80
7 N -0.19 -3.52 1.55
8 H 0.79 -0.34 5.91
9 H -0.43 0.22 4.75
10 H 1.31 0.33 4.35
11 H 0.42 -3.74 3.54
12 H -1.04 -4.07 1.66
13 H 0.53 -4.12 1.18
14 Cl 2.90 2.54 -1.17
15 C 1.38 3.13 -0.60
16 C 0.41 2.28 -0.05
17 C -0.64 2.93 0.59
18 Cl -1.60 1.79 1.55
19 C -0.89 4.27 0.62
20 Cl -2.22 4.89 1.47
21 C 0.02 5.08 -0.06
22 Cl -0.24 6.74 -0.13
23 C 1.17 4.51 -0.65
24 Cl 2.31 5.53 -1.39
25 Cl -1.30 -1.28 -6.45
26 C -1.29 -1.09 -4.74
27 C -1.73 0.10 -4.18
28 C -1.72 0.24 -2.80
29 C -1.28 -0.79 -1.98
30 C -1.34 -0.67 -0.51
31 C -0.85 -1.98 -2.57
32 C -0.87 -2.14 -3.94
33 H -2.09 0.90 -4.82
34 H -2.08 1.17 -2.36
35 H -1.25 -1.65 -0.01
36 H -2.23 -0.14 -0.16
37 H -0.54 -2.80 -1.93
38 H -0.58 -3.08 -4.39
39 C 3.21 -2.01 -3.92
40 N 2.88 -1.86 -2.50
41 C 2.19 -0.86 -2.00
42 N 1.70 0.05 -2.80
43 S 2.01 -0.85 -0.25
44 H 3.51 -3.04 -4.10
45 H 4.04 -1.36 -4.21
46 H 2.34 -1.80 -4.54
47 H 3.29 -2.50 -1.84
48 H 1.88 0.05 -3.79
49 H 1.22 0.83 -2.42

Summary:
Electronic energy (Eh): -4267.663728
Total charge: +2
HOMO (alpha / beta) (eV): -14.0 / -14.0
Max |F| (eV/Å): 1.853
HOMO-LUMO gap (alpha / beta) (eV): 5.78 / 6.27
⟨S²⟩: 1.2159
2S+1: 2

---

ORCA calculation (ωB97M-V/def2-TZVPD) on a molecular structure, C61H47BGaO10S.

Geometry (Å):
1 C 6.93 4.14 -5.36
2 C 6.66 5.59 -5.73
3 O 5.28 5.90 -5.69
4 B 4.40 5.45 -6.67
5 O 5.05 4.95 -7.81
6 Ga 2.28 5.63 -6.42
7 C 1.53 3.83 -5.67
8 S 1.06 3.68 -3.93
9 C -0.58 4.45 -3.84
10 C -0.80 5.69 -4.69
11 H 6.52 3.47 -6.12
12 H 8.01 3.97 -5.28
13 H 6.48 3.90 -4.40
14 H 7.08 5.82 -6.71
15 H 7.14 6.24 -5.00
16 H 4.41 4.48 -8.35
17 H 1.95 6.85 -5.43
18 H 1.53 5.88 -7.84
19 H 2.35 3.11 -5.74
20 H 0.73 3.43 -6.29
21 H -0.69 4.71 -2.79
22 H -1.35 3.71 -4.08
23 H -0.50 5.53 -5.73
24 H -0.23 6.54 -4.32
25 H -1.86 5.95 -4.68
26 C -1.30 1.13 0.37
27 C -0.71 1.83 -0.67
28 C 0.64 1.67 -0.95
29 C 1.40 0.79 -0.18
30 C 0.80 0.08 0.87
31 C -0.55 0.27 1.15
32 C 1.57 -0.85 1.72
33 O 1.02 -1.53 2.57
34 C 3.03 -0.97 1.48
35 C 3.80 -1.79 2.30
36 C 5.15 -1.93 2.08
37 C 5.76 -1.25 1.02
38 C 5.00 -0.43 0.19
39 C 3.64 -0.28 0.42
40 C 2.85 0.62 -0.48
41 O 3.39 1.18 -1.40
42 H -2.36 1.27 0.59
43 H -1.29 2.51 -1.28
44 H 1.09 2.22 -1.77
45 H -1.00 -0.27 1.97
46 H 3.31 -2.31 3.11
47 H 5.75 -2.56 2.72
48 H 6.82 -1.36 0.84
49 H 5.45 0.10 -0.63
50 C -9.98 -0.20 2.35
51 C -9.42 0.48 1.27
52 C -8.08 0.30 0.96
53 C -7.30 -0.55 1.74
54 C -7.86 -1.22 2.83
55 C -9.21 -1.04 3.13
56 C -7.04 -2.12 3.69
57 O -7.54 -2.70 4.63
58 C -5.59 -2.26 3.37
59 C -4.79 -3.05 4.19
60 C -3.45 -3.19 3.90
61 C -2.90 -2.57 2.78
62 C -3.69 -1.79 1.96
63 C -5.04 -1.62 2.25
64 C -5.86 -0.74 1.38
65 O -5.38 -0.19 0.41
66 H -11.03 -0.06 2.59
67 H -10.02 1.14 0.67
68 H -7.62 0.81 0.13
69 H -9.63 -1.57 3.97
70 H -5.24 -3.52 5.05
71 H -2.82 -3.80 4.54
72 H -1.84 -2.69 2.56
73 H -3.28 -1.30 1.09
74 C -0.38 -1.76 6.07
75 C 0.44 -0.82 5.45
76 C 0.07 0.52 5.44
77 C -1.12 0.92 6.04
78 C -1.95 -0.03 6.64
79 C -1.57 -1.37 6.66
80 C -3.25 0.36 7.26
81 O -3.96 -0.46 7.80
82 C -3.64 1.79 7.19
83 C -4.87 2.18 7.71
84 C -5.26 3.51 7.66
85 C -4.42 4.46 7.10
86 C -3.19 4.08 6.57
87 C -2.80 2.75 6.61
88 C -1.49 2.36 6.02
89 O -0.75 3.20 5.54
90 H -0.10 -2.80 6.07
91 H 1.35 -1.13 4.97
92 H 0.69 1.27 4.96
93 H -2.23 -2.09 7.13
94 H -5.51 1.43 8.15
95 H -6.22 3.81 8.07
96 H -4.72 5.50 7.06
97 H -2.52 4.80 6.13
98 C 4.99 -7.52 -6.42
99 C 4.63 -6.50 -7.30
100 C 4.07 -5.34 -6.83
101 C 3.85 -5.18 -5.46
102 C 4.19 -6.20 -4.58
103 C 4.77 -7.37 -5.06
104 C 3.94 -6.07 -3.12
105 O 4.25 -6.96 -2.35
106 C 3.29 -4.82 -2.63
107 C 3.00 -4.69 -1.28
108 C 2.41 -3.53 -0.80
109 C 2.11 -2.50 -1.68
110 C 2.39 -2.62 -3.03
111 C 2.97 -3.78 -3.51
112 C 3.24 -3.90 -4.97
113 O 2.99 -3.00 -5.74
114 H 5.44 -8.43 -6.80
115 H 4.80 -6.63 -8.37
116 H 3.79 -4.53 -7.49
117 H 5.03 -8.15 -4.36
118 H 3.25 -5.51 -0.62
119 H 2.19 -3.44 0.25
120 H 1.65 -1.59 -1.31
121 H 2.16 -1.81 -3.72

Summary:
Electronic energy (Eh): -5453.131755
Total charge: -1
HOMO (eV): -3.9
Max |F| (eV/Å): 0.470
HOMO-LUMO gap (eV): 4.06